# 1
{
  "formula": "C6H12O",
  "method": "ωB97M-V/def2-TZVPD",
  "elements": ["H", "H", "H", "C", "C", "C", "H", "H", "H", "O", "H", "H", "H", "C", "H", "H", "C", "H", "C"],
  "positions_angstrom": [[-0.327, -3.050, 1.969], [-0.258, 1.729, -2.381], [-1.671, 2.252, -1.458], [-0.590, 2.376, -1.566], [-0.086, -1.043, 1.001], [0.134, -2.528, 1.136], [-0.379, -2.008, -0.974], [1.819, -0.843, 0.055], [1.018, 2.614, -0.113], [0.657, 0.638, -0.606], [-1.821, -2.145, 0.135], [-0.381, 3.411, -1.846], [1.108, -2.918, 0.850], [0.174, 1.934, -0.319], [-0.471, 1.944, 0.574], [-0.730, -0.581, 1.748], [1.044, -0.187, 0.470], [1.509, 0.396, 1.280], [-0.749, -1.994, 0.047]],
  "homo_ev": -9.6,
  "charge": 0,
  "e_lumo_ev": 1.20,
  "homo_lumo_gap_ev": 10.79,
  "de_lowest_kcal_mol": 38.8
}

---

# 2
{
  "formula": "C6H16N2O2P",
  "method": "ωB97M-V/def2-TZVPD",
  "elements": ["H", "H", "C", "H", "H", "H", "N", "H", "C", "N", "C", "P", "H", "H", "C", "H", "O", "H", "C", "H", "O", "H", "H", "H", "H", "C", "H"],
  "positions_angstrom": [[-1.296, -2.800, -0.064], [0.052, 1.604, 1.130], [-0.585, 0.464, -0.593], [2.074, 1.883, -1.151], [1.935, 2.597, 0.474], [-2.117, 0.284, 0.974], [-1.028, -3.278, 0.771], [-0.172, 2.869, -1.570], [0.160, 1.694, -0.026], [0.961, -1.310, 0.498], [-0.179, -0.198, -1.885], [0.439, -2.437, 1.515], [2.033, 0.760, 0.161], [0.855, -0.598, -1.675], [-0.421, 2.954, -0.498], [-2.199, -0.858, -0.270], [-0.260, -1.553, 2.760], [-0.020, 3.921, -0.167], [1.645, 1.707, -0.113], [-1.503, 3.044, -0.661], [1.350, -3.399, 2.152], [0.211, -0.790, 2.636], [-0.723, -0.992, -2.333], [1.439, -1.802, -0.128], [0.069, 0.505, -2.728], [-1.654, 0.000, -0.010], [-1.066, -4.271, 0.800]],
  "homo_ev": -3.9,
  "charge": -1,
  "e_lumo_ev": 3.43,
  "homo_lumo_gap_ev": 7.30,
  "de_lowest_kcal_mol": 55.6
}

---

# 3
{
  "formula": "C15H46O18S5",
  "method": "ωB97M-V/def2-TZVPD",
  "elements": ["H", "C", "O", "C", "S", "O", "O", "H", "O", "H", "H", "H", "S", "O", "H", "H", "C", "H", "H", "C", "O", "H", "O", "H", "O", "O", "S", "C", "H", "C", "H", "S", "H", "H", "H", "H", "H", "C", "C", "O", "O", "H", "H", "H", "H", "H", "O", "C", "H", "H", "H", "H", "S", "H", "H", "O", "H", "H", "H", "C", "H", "H", "O", "C", "H", "O", "O", "H", "H", "H", "H", "H", "H", "C", "O", "C", "C", "H", "H", "H", "O", "C", "H", "H"],
  "positions_angstrom": [[7.093, -3.250, -0.136], [-4.143, 3.321, -0.007], [1.900, 1.380, 0.450], [-3.580, -2.039, 2.718], [2.064, 2.665, -0.198], [1.050, 3.714, 0.371], [0.190, -2.935, -2.718], [-3.185, 2.704, 4.185], [6.035, -0.169, -1.669], [-2.514, -3.229, -3.989], [-4.431, -1.931, 3.393], [-2.376, -3.310, -0.329], [-3.287, 2.347, -2.285], [0.102, -0.758, -3.714], [4.623, -1.853, 2.494], [2.541, -4.945, -1.512], [4.155, -2.090, 1.513], [0.596, 1.009, 2.702], [1.609, -3.607, -0.673], [6.818, -2.699, -1.010], [-3.237, 0.555, 2.210], [-5.588, 2.763, 1.478], [0.159, -2.642, -5.218], [-6.303, 3.939, 0.293], [-3.779, 3.032, 3.471], [-2.527, -0.479, 4.394], [-2.673, -0.512, 2.962], [-2.004, -2.254, -3.863], [-2.038, 1.072, -0.908], [-5.414, 3.611, 0.820], [2.054, 1.829, -2.376], [-0.274, -2.109, -3.954], [5.767, -2.900, -1.260], [2.269, -2.661, -2.806], [-4.068, 2.244, 2.986], [1.748, -4.158, -3.676], [-0.210, 4.459, 2.627], [-2.617, 0.809, -1.750], [-0.918, 4.366, 1.791], [-4.007, 2.189, -3.511], [-2.384, -2.399, -0.560], [-3.535, 4.257, -0.251], [-0.978, 3.150, -0.022], [4.168, -0.050, 0.952], [-3.466, 2.675, 0.549], [-1.971, 4.003, 2.082], [5.904, -0.887, 0.649], [1.527, -3.532, -2.792], [0.455, 2.471, -1.893], [-2.392, -1.658, -4.692], [-3.831, -2.150, 1.664], [0.674, -1.145, -1.368], [6.811, -0.955, -0.741], [-0.189, 2.355, 1.243], [4.517, -2.994, 1.147], [0.572, -1.237, -0.432], [1.457, 0.036, 3.924], [7.352, -3.032, -1.890], [0.721, -4.957, -1.468], [4.477, -1.000, 0.561], [0.819, -0.345, -0.034], [1.782, 3.594, -2.285], [3.368, 3.283, -0.069], [-0.342, 3.339, 0.832], [3.125, -2.291, 1.530], [8.157, -0.597, -0.371], [-2.257, 3.351, -2.132], [-1.432, -2.102, -0.460], [-0.978, 5.374, 1.301], [-0.222, 0.773, 4.191], [-3.371, 0.056, -1.512], [-5.151, 4.445, 1.488], [-2.875, -2.799, 3.071], [1.519, 2.635, -1.866], [-1.307, -0.855, 2.241], [1.620, -4.344, -1.496], [-0.082, -1.042, 3.019], [-2.389, -1.895, -2.869], [-1.942, 0.482, -2.562], [-0.345, -1.654, 3.851], [-4.412, 2.556, -1.206], [0.504, 0.271, 3.488], [4.172, -1.015, -0.469], [0.552, -1.650, 2.360]],
  "homo_ev": -11.0,
  "charge": 0,
  "e_lumo_ev": -0.09,
  "homo_lumo_gap_ev": 10.93
}

---

# 4
{
  "formula": "C3H12NS",
  "method": "ωB97M-V/def2-TZVPD",
  "elements": ["H", "C", "H", "H", "H", "H", "C", "H", "C", "H", "S", "H", "N", "H", "H", "H", "H"],
  "positions_angstrom": [[0.648, -0.895, 3.379], [-0.724, 1.544, -1.998], [0.875, 0.666, -0.834], [-0.792, 2.122, -2.923], [-0.363, 0.124, 2.402], [-1.219, 0.571, -1.954], [0.015, -1.808, 1.532], [-1.151, 2.090, -1.145], [0.433, -0.626, 2.338], [-0.841, -2.267, 1.994], [-0.454, -1.298, -0.176], [1.291, -0.081, 1.970], [0.726, 1.297, -1.655], [1.151, 0.920, -2.505], [-1.587, -1.976, -0.399], [1.195, 2.182, -1.466], [0.797, -2.565, 1.440]],
  "homo_ev": [-3.4, -9.5],
  "charge": 0,
  "e_lumo_ev": [0.66, 0.55],
  "homo_lumo_gap_ev": [4.02, 10.04],
  "spin_multiplicity": 2,
  "s2": 0.751,
  "de_lowest_kcal_mol": 4.0
}